This record from the Open Molecules 2025 dataset describes a cluster of 2 separate species, C42H48N5O5 in total in a non-equilibrium geometry. The level of theory is ωB97M-V/def2-TZVPD.

Each line ends with the Mulliken charge.
Geometry (Å):
O (2.4787, 3.3593, 1.0961)  -0.65
O (-3.3289, -4.2926, -8.0614)  -0.56
O (1.1386, 3.7176, -4.4966)  -0.49
O (-3.9385, -2.1776, -8.1567)  -0.56
O (0.3908, -6.6557, 3.4847)  -0.68
N (-0.0789, -6.9206, 1.2442)  0.28
N (-0.7482, -4.8302, 0.6712)  0.58
N (-1.4365, 0.8656, -0.5224)  -0.48
N (-3.4905, -3.1666, -7.5370)  0.93
N (-0.2827, 5.6616, 1.8198)  -0.18
C (0.7772, -3.7872, 2.3195)  -0.53
C (0.2152, 3.0193, 0.3080)  0.90
C (0.5634, -3.3745, 6.0922)  -0.74
C (-0.8156, 1.6416, -1.4477)  -0.93
C (1.8746, 8.3008, -1.1476)  -0.99
C (0.4824, 3.1281, -3.4670)  0.56
C (-0.5485, 2.3236, 1.2134)  -0.44
C (0.5150, -6.1622, -1.0064)  -1.41
C (-3.1406, -3.0144, -6.1728)  -0.05
C (0.0964, 2.7073, -1.0784)  0.84
C (2.1424, 5.7889, 2.4296)  -1.48
C (2.4820, -3.9868, 4.1487)  -0.37
C (1.2690, 4.0271, 0.7636)  0.20
C (1.0906, 7.6774, 1.1212)  0.29
C (-1.1741, -3.7183, 0.0181)  0.26
C (-1.9159, -6.7663, -0.3636)  -1.51
C (2.2054, 4.6465, -4.1845)  -0.74
C (2.8304, -4.0153, 5.4996)  -0.60
C (-1.0792, 1.4067, -2.8199)  -0.25
C (0.5308, 7.3642, 3.5243)  -0.96
C (-3.2978, -1.7710, -5.5279)  -0.70
C (-2.9100, -1.6274, -4.2036)  -0.28
C (-1.9189, -2.5806, -2.0825)  -0.65
C (-2.2064, -3.9600, -4.1632)  -0.36
C (1.8672, -3.7249, 6.4733)  -0.43
C (-1.5205, -3.6839, -1.3280)  0.26
C (2.1313, 7.7005, 0.0270)  -0.38
C (1.1667, -3.6968, 3.7740)  0.49
C (0.9597, 4.8858, 2.0141)  -0.24
C (-0.0685, 6.7258, 0.7570)  -0.95
C (0.7779, 3.3838, -2.1131)  -0.18
C (-0.5681, -6.1797, 0.0827)  -0.08
C (1.6951, 7.2623, 2.5158)  -0.17
C (0.2388, -8.3356, 1.2223)  -0.95
C (-0.3710, -4.7661, 2.0839)  -0.11
C (-2.6117, -4.1154, -5.4753)  -0.74
C (-2.3362, -2.7143, -3.4595)  0.86
C (-0.4990, 2.1572, -3.8108)  -0.82
C (-1.3537, 1.2514, 0.7486)  -0.75
C (0.0326, -6.2035, 2.3998)  0.32
C (0.2189, -3.3444, 4.7365)  -0.21
C (-0.5691, 6.3947, 3.1228)  -0.79
H (-0.6430, -8.9385, 0.9695)  0.31
H (2.4509, 5.4298, 3.4200)  0.38
H (-0.7303, 1.9941, -4.8580)  0.50
H (-0.7933, -3.0800, 4.4176)  0.35
H (-2.4288, -6.1137, -1.0749)  0.40
H (-1.4690, -4.6533, -1.8172)  -0.82
H (-0.5232, 2.5805, 2.2737)  0.35
H (-1.7868, 0.6204, -3.0641)  0.33
H (1.4774, 4.7584, -0.0368)  -0.36
H (0.5838, -8.6239, 2.2148)  0.38
H (0.6313, 8.6779, 1.2231)  0.59
H (0.6351, -7.1738, -1.4135)  0.46
H (2.7542, 2.7890, 0.3632)  0.44
H (-1.5171, 6.9279, 2.9878)  0.40
H (3.0863, 7.2134, 0.2689)  0.26
H (-1.9287, 0.6852, 1.4862)  0.44
H (1.0332, -8.5531, 0.4968)  0.31
H (-2.5272, -5.0663, -5.9904)  0.51
H (0.8829, 7.1270, 4.5311)  0.44
H (2.6228, 8.3424, -1.9376)  0.33
H (2.9899, 4.1564, -3.5885)  0.31
H (-3.7287, -0.9535, -6.0987)  0.50
H (0.0796, 6.2272, -0.2132)  0.33
H (-3.0657, -0.6699, -3.7145)  0.50
H (2.9981, 5.6606, 1.7572)  0.50
H (0.9185, 8.7978, -1.3227)  0.28
H (3.2042, -4.2365, 3.3696)  0.32
H (3.8538, -4.2677, 5.7858)  0.37
H (-0.1851, -3.1222, 6.8436)  0.38
H (-1.7703, -4.8343, -3.6724)  0.35
H (2.5332, 7.9227, 2.7610)  0.47
H (-1.9378, -1.5787, -1.6391)  0.47
H (2.1283, -3.7798, 7.5312)  0.38
H (0.7418, 4.1899, 2.8429)  0.91
H (-1.0018, 7.3134, 0.6918)  0.32
H (1.4607, -5.8355, -0.5500)  0.32
H (0.2662, -5.4724, -1.8182)  0.41
H (-1.7553, -7.7499, -0.8225)  0.46
H (1.5713, 4.0953, -1.8738)  0.42
H (1.6419, -4.1229, 1.7209)  0.30
H (1.8182, 5.5088, -3.6199)  0.31
H (0.4788, -2.7933, 1.9496)  0.47
H (2.5920, 4.9544, -5.1548)  0.26
H (0.1343, 8.3845, 3.5274)  0.42
H (-1.2287, -2.8161, 0.6304)  0.77
H (-2.5514, -6.8736, 0.5269)  0.39
H (-0.7170, 5.6287, 3.8934)  0.36
H (-1.2415, -4.5022, 2.7098)  0.33

Calculated values
- calculated total energy (a.u.) = -2278.84980
- LUMO (hartree) = -0.195
- highest occupied orbital energy (eV) = -10.1
- net charge = +1

=====

This record from the Open Molecules 2025 dataset describes an isolated molecule of CHN3O2 in a non-equilibrium geometry. The level of theory is ωB97M-V/def2-TZVPD.

Each line ends with the Mulliken charge.
Geometry (Å):
O (0.1349, 0.9129, -0.1893)  -0.20
O (2.1777, -0.0302, -0.2942)  -0.55
N (-1.0082, 0.3160, -0.0396)  0.20
N (0.2806, -1.3104, -0.0676)  -0.21
N (-0.9395, -0.9149, 0.2678)  -0.17
C (0.9908, -0.2333, -0.0814)  0.55
H (-1.6363, 1.2599, 0.4043)  0.37

Calculated values
- calculated total energy (a.u.) = -353.30374
- energy relative to the best compared isomer or geometry (same formula, charge and spin) (kcal per mole) = 81.2
- LUMO (hartree) = -0.030
- highest occupied orbital energy (eV) = -10.3